1.
Molecular formula: C2H8Cl2N2Si
Method: DFT, wB97M-V/def2-TZVPD

Each line ends with the Mulliken charge.
Atoms and positions in Å:
1 C -0.841 1.741 -0.822  -0.847
2 C 0.324 -2.158 0.891  -0.884
3 N 0.322 1.025 1.176  -0.708
4 N -0.382 0.645 0.010  0.414
5 Si -0.050 -0.950 -0.499  0.475
6 Cl 2.498 -0.843 -1.750  -0.556
7 Cl -1.162 -1.485 -2.052  -0.206
8 H 0.005 2.329 -1.198  0.307
9 H -1.403 1.353 -1.666  0.251
10 H -1.491 2.391 -0.229  0.323
11 H 1.092 -1.755 1.542  0.300
12 H -0.563 -2.358 1.486  0.328
13 H 0.688 -3.098 0.484  0.298
14 H -0.242 1.690 1.705  0.259
15 H 1.206 1.473 0.922  0.245

Cartesian forces (eV/Å) of the 6 atoms listed first:
C 0.170 0.095 -0.067
C -0.150 0.236 -0.686
N 0.340 0.083 0.159
N 0.028 -0.619 -0.335
Si 2.669 0.545 0.658
Cl -2.244 -0.044 1.150

E_HOMO   -9.3 eV
Frontier orbital gap   9.6302 eV
ΔE to the lowest compared entry with this formula, charge and spin   0.0 kcal per mole
Charge   0
Strongest force on any atom   2.80 eV/A

2.
Molecular formula: C16H19NO3ReSSbSe4
Method: DFT, wB97M-V/def2-TZVPD

Each line ends with the Mulliken spin population.
Atoms and positions in Å:
1 Re 1.126 1.125 0.465  2.516
2 Se 4.876 -1.296 3.037  0.134
3 Sb 4.120 0.864 2.527  0.059
4 Se 3.339 0.859 -0.109  -0.041
5 Se 1.503 1.013 2.805  0.085
6 Se 5.039 2.999 2.833  0.096
7 C -2.711 -3.295 -0.588  0.000
8 O -1.360 -2.856 -0.707  0.001
9 C -0.613 -2.771 0.410  -0.017
10 C -1.069 -3.033 1.696  0.006
11 C -0.191 -2.979 2.770  -0.001
12 C 1.148 -2.673 2.588  -0.001
13 C 1.607 -2.391 1.315  0.030
14 C 0.729 -2.407 0.239  0.005
15 N 1.275 -2.169 -1.057  -0.002
16 C 0.819 -1.549 -2.108  0.021
17 C -0.376 -0.800 -2.316  -0.007
18 C -0.924 -0.897 -3.613  -0.006
19 C -2.164 -0.386 -3.892  0.009
20 C -2.871 0.275 -2.884  -0.003
21 C -2.333 0.453 -1.627  0.007
22 C -1.065 -0.051 -1.319  -0.016
23 O -0.529 0.196 -0.137  0.084
24 H -3.086 -3.365 -1.604  0.000
25 H -3.307 -2.574 -0.026  0.000
26 H -2.765 -4.275 -0.112  0.000
27 H -2.103 -3.294 1.864  0.000
28 H -0.566 -3.193 3.762  -0.001
29 H 1.837 -2.640 3.421  0.005
30 H 2.652 -2.142 1.163  -0.009
31 H 2.190 -2.586 -1.177  0.003
32 H 1.448 -1.682 -2.984  0.002
33 H -0.369 -1.424 -4.381  0.001
34 H -2.590 -0.492 -4.880  0.001
35 H -3.853 0.678 -3.099  -0.001
36 H -2.864 1.001 -0.860  -0.002
37 C -0.828 5.266 0.490  -0.001
38 S 0.049 3.988 1.370  0.013
39 C 1.696 4.676 1.352  0.009
40 O 0.065 2.864 0.276  0.025
41 H -0.836 6.159 1.116  0.001
42 H -1.847 4.916 0.339  0.001
43 H -0.335 5.456 -0.461  -0.001
44 H 1.674 5.587 1.953  -0.001
45 H 1.991 4.885 0.324  0.001
46 H 2.374 3.961 1.824  -0.005

Cartesian forces (eV/Å) of the 6 atoms listed first:
Re -0.389 0.012 0.124
Se 0.024 -0.096 0.039
Sb -0.014 -0.014 -0.039
Se 0.098 -0.038 -0.056
Se 0.007 0.061 -0.077
Se 0.023 0.107 0.031

E_HOMO (alpha / beta)   -10.3 / -10.5 eV
Frontier orbital gap (alpha / beta)   6.3146 / 5.9813 eV
Charge   +1
Strongest force on any atom   0.53 eV/A
<S²>   3.805
Spin multiplicity   4

3.
Molecular formula: C12H24LiO7P
Method: DFT, wB97M-V/def2-TZVPD

Each line ends with the Mulliken spin population.
Atoms and positions in Å:
1 Li 0.364 1.107 0.983  -0.003
2 P 1.025 0.334 3.051  -0.072
3 O 1.833 1.425 3.688  0.316
4 O 1.080 -0.833 4.039  0.647
5 O 1.601 -0.220 1.712  0.099
6 O -0.415 0.775 2.597  0.011
7 C 0.023 -5.102 1.044  0.000
8 C -0.806 -3.896 0.516  0.000
9 C -0.454 -2.753 1.465  -0.005
10 O 0.881 -3.091 2.049  0.001
11 C 0.940 -4.504 2.168  0.000
12 H 0.568 -5.435 0.160  0.000
13 H -0.589 -5.972 1.281  0.000
14 H -1.880 -4.043 0.403  0.000
15 H -0.430 -3.442 -0.401  0.000
16 H -1.218 -2.696 2.240  0.001
17 H -0.453 -1.723 1.109  0.004
18 H 0.794 -4.894 3.175  0.000
19 H 1.976 -4.639 1.855  0.000
20 C 2.400 2.118 -2.276  0.000
21 C 2.465 3.656 -1.995  0.000
22 C 1.565 3.755 -0.804  -0.001
23 O 1.158 2.422 -0.475  0.002
24 C 2.055 1.459 -0.980  0.001
25 H 3.323 1.621 -2.576  0.000
26 H 1.677 1.868 -3.053  0.000
27 H 2.137 4.315 -2.799  0.000
28 H 3.482 3.931 -1.716  0.000
29 H 0.656 4.349 -0.894  0.000
30 H 2.086 4.035 0.112  0.000
31 H 1.515 0.521 -1.112  0.002
32 H 2.842 1.373 -0.232  -0.003
33 C -3.202 1.759 -1.024  0.000
34 C -2.999 0.371 -1.606  0.000
35 C -1.566 0.270 -1.735  0.000
36 O -1.206 0.933 -0.515  -0.001
37 C -2.094 1.957 -0.024  0.000
38 H -4.221 1.930 -0.676  0.000
39 H -3.268 2.478 -1.841  0.000
40 H -3.576 0.138 -2.500  0.000
41 H -3.367 -0.373 -0.898  0.000
42 H -1.179 0.840 -2.580  0.000
43 H -1.233 -0.768 -1.733  0.000
44 H -1.783 2.996 -0.135  0.000
45 H -2.505 1.648 0.937  0.000

Cartesian forces (eV/Å) of the 6 atoms listed first:
Li -0.212 -0.335 -0.355
P -1.223 -0.416 -3.044
O 0.486 0.597 0.776
O -0.150 -0.620 1.434
O 0.284 0.962 -0.060
O 0.545 0.224 0.920

E_HOMO (alpha / beta)   -3.9 / -3.7 eV
Frontier orbital gap (alpha / beta)   6.3364 / 6.1564 eV
ΔE to the lowest compared entry with this formula, charge and spin   32.0 kcal per mole
Charge   -1
Strongest force on any atom   3.31 eV/A
<S²>   0.761
Spin multiplicity   2

4.
Molecular formula: C21H33N3O3
Method: DFT, wB97M-V/def2-TZVPD

Each line ends with the Mulliken charge.
Atoms and positions in Å:
1 C -5.338 -3.585 -0.944  -1.558
2 C -4.450 -2.394 -0.756  0.829
3 C -3.096 -2.449 -1.058  -0.889
4 C -2.276 -1.349 -0.876  -0.383
5 C -2.800 -0.168 -0.377  -0.133
6 C -4.158 -0.106 -0.052  0.587
7 C -4.971 -1.210 -0.247  -0.729
8 N -4.645 1.075 0.511  -0.048
9 C -3.941 2.232 0.545  0.220
10 O -4.343 3.225 1.106  -0.674
11 C -2.628 2.175 -0.242  0.131
12 C -1.646 3.238 0.243  -0.612
13 C -0.487 3.321 -0.745  0.618
14 O -0.640 3.709 -1.885  -0.708
15 N 0.701 2.943 -0.237  -0.112
16 C 1.885 2.794 -1.048  -1.215
17 C 2.194 1.309 -1.308  -0.654
18 N 2.369 0.608 -0.046  0.928
19 C 1.300 -0.320 0.276  -0.909
20 C 1.210 -0.649 1.772  0.812
21 C 0.988 0.618 2.591  -1.450
22 C 0.070 -1.638 2.007  -1.381
23 C 3.717 0.173 0.257  -1.972
24 C 4.170 -1.213 -0.252  1.475
25 C 5.580 -1.491 0.264  -1.664
26 C 4.141 -1.320 -1.775  -1.564
27 O -1.984 0.909 -0.159  -0.026
28 H -6.285 -3.293 -1.393  0.379
29 H -4.861 -4.326 -1.580  0.363
30 H -5.553 -4.049 0.018  0.297
31 H -2.673 -3.362 -1.448  0.360
32 H -1.226 -1.395 -1.115  0.396
33 H -6.018 -1.145 0.010  0.386
34 H -5.565 1.069 0.932  0.254
35 H -2.878 2.384 -1.298  0.247
36 H -2.175 4.192 0.264  0.444
37 H -1.306 2.994 1.249  0.221
38 H 0.743 2.487 0.661  0.097
39 H 2.728 3.258 -0.527  0.303
40 H 1.704 3.314 -1.991  0.508
41 H 3.096 1.256 -1.922  0.455
42 H 1.369 0.879 -1.884  0.281
43 H 0.359 0.153 -0.015  0.200
44 H 1.387 -1.265 -0.288  0.356
45 H 2.145 -1.118 2.094  0.283
46 H 1.769 1.345 2.384  0.344
47 H 0.999 0.392 3.655  0.530
48 H 0.019 1.051 2.348  0.060
49 H -0.002 -1.889 3.063  0.437
50 H 0.231 -2.557 1.448  0.383
51 H -0.877 -1.207 1.689  0.111
52 H 4.399 0.932 -0.135  0.681
53 H 3.830 0.176 1.347  0.386
54 H 3.500 -1.973 0.162  0.086
55 H 5.609 -1.452 1.351  0.405
56 H 5.913 -2.478 -0.051  0.398
57 H 6.279 -0.754 -0.124  0.374
58 H 4.491 -2.303 -2.086  0.476
59 H 4.792 -0.572 -2.223  0.309
60 H 3.135 -1.183 -2.161  0.274

Cartesian forces (eV/Å) of the 6 atoms listed first:
C -0.007 0.006 0.077
C 0.047 0.073 0.028
C -0.062 0.002 0.009
C -0.077 0.308 0.097
C -0.240 -0.295 -0.169
C 0.374 -0.070 -0.104

E_HOMO   -8.3 eV
Frontier orbital gap   8.9392 eV
ΔE to the lowest compared entry with this formula, charge and spin   12.0 kcal per mole
Charge   0
Strongest force on any atom   0.70 eV/A
Structure (SMILES)   Cc1ccc2c(c1)NC(=O)[C@@H](CC(=O)NCCN(CC(C)C)CC(C)C)O2

5.
Molecular formula: C55H41Br2Cl3CrN6O4S
Method: DFT, wB97M-V/def2-TZVPD

Each line ends with the Mulliken spin population.
Atoms and positions in Å:
1 Cr 0.185 0.119 0.470  3.131
2 Br 0.620 2.135 2.190  -0.004
3 C -0.596 3.350 1.261  -0.004
4 C -0.734 4.610 1.728  0.005
5 C -1.664 5.459 1.086  -0.007
6 C -2.450 4.976 0.068  0.006
7 C -2.329 3.643 -0.438  -0.018
8 C -3.057 3.230 -1.543  0.030
9 C -2.849 2.002 -2.117  -0.016
10 C -1.864 1.182 -1.533  0.041
11 C -1.181 1.484 -0.329  -0.084
12 C -1.378 2.790 0.160  -0.089
13 H -0.186 4.910 2.627  0.000
14 H -1.799 6.466 1.436  0.000
15 H -3.224 5.639 -0.313  0.000
16 H -3.835 3.931 -1.976  0.000
17 H -3.357 1.684 -3.033  0.000
18 H -1.662 0.218 -1.989  0.017
19 Br -3.599 0.724 6.776  0.000
20 C -2.957 -0.942 6.372  0.000
21 C -1.610 -1.289 6.477  0.000
22 C -1.205 -2.603 6.107  0.000
23 C -2.121 -3.553 5.756  0.000
24 C -3.483 -3.246 5.863  0.001
25 C -3.866 -1.966 6.132  -0.001
26 N -1.805 -4.875 5.302  0.001
27 N -0.971 -5.065 4.399  0.000
28 C -0.378 -3.923 3.733  0.004
29 C 0.948 -3.943 3.610  -0.003
30 C 1.610 -2.781 3.070  0.011
31 C 0.881 -1.799 2.424  0.002
32 O 1.414 -0.781 1.758  0.029
33 C -0.579 -1.940 2.391  -0.036
34 N -1.209 -0.955 1.669  -0.024
35 C -2.510 -0.995 1.579  0.021
36 C -3.319 -2.029 2.164  -0.006
37 C -2.634 -3.049 2.839  0.006
38 C -1.239 -2.989 3.032  -0.005
39 H -0.877 -0.485 6.692  0.000
40 H -0.164 -2.898 6.036  0.000
41 H -4.210 -4.035 5.706  0.000
42 H -4.904 -1.713 6.097  0.000
43 H 1.506 -4.704 4.115  0.000
44 H 2.657 -2.647 3.109  0.000
45 H -3.025 -0.129 1.070  -0.003
46 H -4.392 -2.003 1.971  0.001
47 H -3.190 -3.973 3.120  0.000
48 C -1.104 -7.111 0.396  0.000
49 O -1.675 -6.197 -0.519  0.000
50 C -2.045 -6.688 -1.718  0.001
51 C -2.048 -8.072 -2.056  0.000
52 C -2.494 -8.426 -3.338  0.001
53 C -2.764 -7.440 -4.271  0.000
54 C -2.552 -6.107 -3.984  0.000
55 C -2.198 -5.754 -2.693  -0.002
56 N -2.178 -4.327 -2.360  0.004
57 C -1.291 -3.481 -1.796  0.006
58 C 0.066 -3.724 -1.428  -0.008
59 C 0.849 -4.909 -1.550  -0.002
60 C 2.183 -4.880 -1.285  0.003
61 C 2.782 -3.671 -0.888  0.000
62 C 2.077 -2.552 -0.634  -0.002
63 C 0.686 -2.530 -0.880  0.004
64 O -0.055 -1.494 -0.706  0.030
65 H -0.152 -7.620 0.063  0.000
66 H -1.792 -7.954 0.588  0.000
67 H -0.856 -6.543 1.282  0.000
68 H -1.704 -8.827 -1.392  0.000
69 H -2.543 -9.481 -3.590  0.000
70 H -2.985 -7.694 -5.315  0.000
71 H -2.728 -5.333 -4.726  0.000
72 H -3.041 -3.886 -2.721  0.000
73 H -1.743 -2.479 -1.658  -0.003
74 H 0.405 -5.828 -1.828  0.001
75 H 2.729 -5.797 -1.358  0.000
76 H 3.868 -3.645 -0.574  0.000
77 H 2.532 -1.675 -0.190  0.002
78 Cl -0.303 6.746 -5.475  0.000
79 C 0.748 6.029 -4.312  0.000
80 C 0.267 5.386 -3.179  -0.001
81 C 1.177 4.870 -2.214  0.005
82 C 2.548 4.910 -2.417  -0.002
83 C 3.548 4.523 -1.336  0.001
84 C 4.197 3.173 -1.536  -0.001
85 N 3.240 2.083 -1.526  0.003
86 C 2.668 1.485 -2.589  -0.003
87 C 1.656 0.694 -2.091  0.055
88 N 1.713 0.762 -0.729  -0.137
89 C 2.641 1.619 -0.428  0.034
90 O 2.983 4.633 -0.003  0.001
91 C 2.990 5.914 0.690  0.000
92 C 3.249 7.089 -0.245  0.000
93 C 4.511 7.530 -0.545  0.000
94 Cl 5.923 7.070 0.229  0.000
95 S 4.596 8.560 -1.928  0.000
96 C 2.870 8.501 -2.051  0.000
97 C 2.273 7.721 -1.097  0.000
98 C 2.982 5.580 -3.553  0.000
99 Cl 4.740 5.845 -3.958  0.000
100 C 2.104 6.166 -4.491  0.000
101 H -0.791 5.323 -2.956  0.001
102 H 0.760 4.468 -1.298  -0.001
103 H 4.393 5.232 -1.377  0.000
104 H 4.932 3.034 -0.745  0.000
105 H 4.771 3.165 -2.519  0.000
106 H 3.018 1.724 -3.581  -0.001
107 H 1.016 0.001 -2.534  -0.002
108 H 2.916 1.970 0.546  0.007
109 H 3.812 5.839 1.383  0.000
110 H 2.017 5.970 1.157  -0.001
111 H 2.424 9.062 -2.920  0.000
112 H 1.219 7.513 -1.055  0.000
113 H 2.550 6.692 -5.312  0.000

Cartesian forces (eV/Å) of the 6 atoms listed first:
Cr 0.098 -0.817 0.629
Br -0.804 0.252 -0.598
C -0.563 -1.018 -0.477
C 0.403 -0.119 0.473
C -0.539 -0.494 -0.489
C 0.043 0.492 0.546

E_HOMO (alpha / beta)   -9.6 / -9.6 eV
Frontier orbital gap (alpha / beta)   6.4595 / 6.4658 eV
ΔE to the lowest compared entry with this formula, charge and spin   5.2 kcal per mole
Charge   +1
Strongest force on any atom   2.88 eV/A
<S²>   3.787
Spin multiplicity   4

6.
Molecular formula: C7H14N4
Method: DFT, wB97M-V/def2-TZVPD

Each line ends with the Mulliken spin population.
Atoms and positions in Å:
1 C 1.441 0.694 -3.652  0.449
2 C 0.683 -1.640 -3.204  0.422
3 C 1.725 1.896 -4.022  0.598
4 C 0.151 -0.679 0.072  0.061
5 C 0.506 -2.666 -4.136  -0.026
6 C -0.975 2.503 4.250  0.000
7 C -0.723 0.075 3.896  0.000
8 N 0.990 -0.419 -3.467  0.190
9 N 0.363 -2.117 -1.925  0.180
10 N 0.261 -1.251 -0.922  -0.014
11 N -1.710 1.139 4.092  0.000
12 H 1.760 2.842 -3.456  0.035
13 H 2.102 2.110 -5.034  0.042
14 H -0.324 0.144 2.970  0.000
15 H -0.012 -3.568 -3.801  0.008
16 H 1.519 -2.930 -4.593  0.045
17 H 0.057 -2.376 -4.995  0.017
18 H -1.612 3.120 4.803  0.000
19 H -0.135 2.196 4.766  0.000
20 H -0.742 2.898 3.306  0.000
21 H -1.106 -0.922 3.977  0.000
22 H 0.117 0.077 4.705  0.000
23 H 0.273 -3.163 -1.756  -0.006
24 H -2.308 0.879 4.924  0.000
25 H -2.299 1.158 3.203  0.000

Cartesian forces (eV/Å) of the 6 atoms listed first:
C -3.074 -8.518 1.839
C -1.776 -2.402 3.231
C 2.054 6.449 -2.067
C -0.269 1.203 1.734
C 2.500 -2.973 -1.694
C -1.784 -2.198 -0.078

E_HOMO (alpha / beta)   -13.1 / -17.1 eV
Frontier orbital gap (alpha / beta)   6.5447 / 7.0184 eV
ΔE to the lowest compared entry with this formula, charge and spin   60.4 kcal per mole
Charge   +2
Strongest force on any atom   9.24 eV/A
<S²>   2.014
Spin multiplicity   3